130
Properties=species:S:1:pos:R:3:mulliken_charge:R:1 method="wB97M-V/def2-TZVPD" charge=0 mol_weight_g_mol=1006.8 e_homo_ev=-10.304 relative_energy_kcal_mol=37.4 gap_ev=10.6 smiles="O=C1OC[C@@H](F)O1.COC(=O)OC.COC(=O)OC.COC(=O)OC.COC(=O)OC.COC(=O)OC.COC(=O)OC.COC(=O)OC.COC(=O)OC.COC(=O)OC.COC(=O)OC"
O 6.54862 -4.08987 4.26962 -0.572
C 5.40212 -3.88473 4.59730 0.608
O 4.92156 -3.15437 5.61059 -0.398
C 3.59049 -3.46234 5.86711 -0.303
C 3.13767 -4.02595 4.52176 0.299
F 2.34482 -3.20983 3.84622 -0.253
O 4.39554 -4.12135 3.80548 -0.226
H 3.54502 -4.20957 6.65938 0.334
H 3.00571 -2.59351 6.16924 0.231
H 2.58782 -4.96592 4.47460 0.306
C 0.65825 -0.20367 -5.00117 -0.751
O 0.94933 0.95031 -4.18686 0.137
C 1.39731 2.00672 -4.74186 0.602
O 1.62620 2.13062 -5.94178 -0.654
O 1.44912 2.92488 -3.84487 -0.198
C 1.74630 4.30130 -4.24036 -0.846
H -0.14711 0.03022 -5.69745 0.277
H 0.41271 -1.06971 -4.38653 0.106
H 1.60419 -0.55463 -5.41363 0.425
H 1.16426 4.64055 -5.09724 0.339
H 2.79660 4.41497 -4.50877 0.293
H 1.38589 4.90682 -3.40877 0.289
C 2.87031 -2.87690 -3.14791 -0.679
O 3.27336 -4.23169 -3.17430 -0.407
C 2.19096 -5.06605 -2.99553 0.935
O 1.03994 -4.67881 -2.92625 -0.604
O 2.64964 -6.30916 -3.04030 -0.357
C 1.79184 -7.45811 -3.00567 -0.648
H 1.97887 -2.73851 -3.75970 0.275
H 3.57435 -2.30630 -3.75359 0.400
H 2.75051 -2.40180 -2.17424 0.285
H 0.90467 -7.13250 -3.54880 0.301
H 1.59324 -7.80238 -1.99072 0.230
H 2.08837 -8.31122 -3.61589 0.280
C -2.44285 8.32548 -0.80720 -0.666
O -2.66790 6.94222 -1.05715 -0.260
C -2.37325 6.33295 -2.28202 0.668
O -1.70232 6.80269 -3.17548 -0.588
O -2.84143 5.13757 -2.14041 -0.101
C -2.87776 4.20971 -3.20263 -0.749
H -3.23303 8.58227 -0.10167 0.209
H -2.40036 9.01188 -1.65287 0.319
H -1.47828 8.36356 -0.30098 0.283
H -2.00309 4.22441 -3.85289 0.509
H -3.72731 4.37852 -3.86435 0.374
H -2.98352 3.13741 -3.03807 -0.190
C -4.52702 -0.07035 -2.92001 -0.465
O -4.90285 0.69868 -4.06488 -0.319
C -3.93339 1.20927 -4.91545 0.797
O -2.69302 1.26470 -4.71818 -0.394
O -4.49614 1.89245 -5.96378 -0.368
C -3.86796 2.92304 -6.68164 -0.484
H -4.64309 0.38565 -1.93681 0.029
H -3.48717 -0.39715 -2.92364 0.249
H -5.13416 -0.97084 -2.82718 0.392
H -3.43213 3.71745 -6.07578 0.170
H -4.62127 3.28538 -7.38117 0.215
H -3.07148 2.44963 -7.25575 0.301
C -5.89421 5.74463 2.38209 -0.708
O -5.45751 5.35070 1.12498 -0.282
C -5.88139 4.22766 0.67278 0.646
O -6.61943 3.46314 1.23199 -0.574
O -5.17820 3.96525 -0.43300 -0.076
C -5.41273 2.86709 -1.18847 -0.168
H -5.23454 5.27678 3.11287 0.302
H -6.93353 5.62744 2.68896 0.318
H -5.73870 6.81630 2.25781 0.230
H -5.47429 1.93907 -0.62007 0.334
H -4.66148 2.57613 -1.92268 -0.336
H -6.31881 3.16417 -1.71654 0.392
C 4.47128 -0.23476 4.63733 -0.660
O 3.02656 -0.13470 4.71172 -0.286
C 2.41141 0.06863 3.57020 0.848
O 2.83617 0.23061 2.43909 -0.493
O 1.14794 0.20517 3.93676 -0.375
C 0.15506 0.54860 3.00056 -0.664
H 4.85061 0.34067 3.79288 0.400
H 4.74277 -1.26811 4.42150 0.146
H 4.90060 0.05507 5.59639 0.228
H -0.46301 1.22954 3.58572 0.289
H -0.50049 -0.29664 2.79100 0.195
H 0.52275 0.96386 2.06223 0.302
C -0.33623 -6.48119 2.40319 -0.814
O 0.72994 -6.13092 1.44653 -0.245
C 2.05696 -6.30951 1.65680 0.716
O 2.53653 -6.90811 2.66086 -0.658
O 2.65485 -5.77803 0.66507 -0.048
C 3.98422 -6.10966 0.38701 -0.864
H -1.06208 -5.70718 2.65246 0.259
H 0.11397 -6.84862 3.32537 0.380
H -1.02763 -7.25412 2.06758 0.305
H 4.60666 -6.07938 1.28130 0.335
H 4.50028 -5.56176 -0.40140 0.294
H 4.11071 -7.16557 0.14792 0.342
C 2.82022 0.89478 -0.57902 -0.139
O 4.11906 0.77646 -1.27041 -0.328
C 4.77417 1.89804 -1.70121 0.629
O 5.84613 1.82622 -2.33286 -0.609
O 4.10184 3.01467 -1.29399 -0.254
C 4.57685 4.27086 -1.61733 -0.628
H 2.14652 1.54260 -1.13988 0.161
H 2.85899 1.36304 0.40451 0.322
H 2.34943 -0.08241 -0.47147 0.102
H 4.16182 5.16326 -1.14885 0.268
H 4.36672 4.38562 -2.68070 0.186
H 5.64838 4.22607 -1.42258 0.310
C -0.12074 -2.96530 1.47533 -0.216
O -0.97383 -1.96265 0.97521 -0.524
C -0.66526 -1.35558 -0.22373 0.835
O 0.30001 -1.59628 -0.93412 -0.416
O -1.54006 -0.41873 -0.42359 -0.578
C -1.36324 0.52327 -1.43906 -0.116
H -0.05000 -3.79757 0.77503 0.522
H -0.47510 -3.34719 2.43277 -0.090
H 0.89967 -2.61453 1.62969 0.205
H -0.84226 0.08032 -2.28786 0.231
H -0.61161 1.27019 -1.18360 0.388
H -2.31496 0.95373 -1.75059 -0.280
C -3.45922 0.95369 6.96673 -0.667
O -2.32186 0.09251 7.06100 -0.352
C -1.90965 -0.47408 5.95257 0.861
O -2.36894 -0.20803 4.82944 -0.598
O -1.00912 -1.42447 6.30951 -0.383
C -0.42926 -2.34364 5.34013 -0.434
H -3.32978 1.71339 6.19588 0.286
H -3.75922 1.44812 7.89065 0.266
H -4.42080 0.47621 6.77839 0.299
H -1.20435 -2.85057 4.76535 0.363
H -0.02581 -3.21462 5.85660 0.384
H 0.37253 -1.89370 4.75465 -0.003


131
Properties=species:S:1:pos:R:3:mulliken_charge:R:1 method="wB97M-V/def2-TZVPD" charge=0 mol_weight_g_mol=1517.0 e_homo_ev=-8.522 relative_energy_kcal_mol=0.0 gap_ev=9.0
O 3.75221 -3.75849 1.88481 -0.611
S 2.36900 -3.72327 1.58655 0.971
O 1.56621 -3.12106 2.59502 -0.578
F 1.88600 -5.18662 1.40232 -0.139
N 2.13179 -3.04385 0.09952 0.232
S 0.44948 -2.77103 -0.18412 0.109
C 3.00387 -1.80735 0.01395 -0.487
C 2.48668 -0.74431 -0.93216 -0.069
C 1.59008 0.36211 -0.31923 0.099
C 1.32694 0.27782 1.17756 0.154
C 0.32575 1.35101 1.64854 0.040
C -1.14144 0.88071 1.57928 -0.493
C -1.47231 -0.16066 2.63593 0.134
S -3.22491 -0.70107 2.63308 -0.225
C -3.61972 -1.22035 1.00785 0.493
N -3.41697 -0.60014 -0.09084 0.016
N -3.94970 -1.36038 -1.11413 -0.626
C -4.45750 -2.38983 -0.54986 0.178
O -4.27716 -2.40720 0.77579 -0.293
H -0.21008 -2.68088 0.99500 -0.035
H 3.96962 -2.16500 -0.37657 -0.145
H 3.23324 -1.44697 1.01674 0.308
H 1.96059 -1.15263 -1.80459 -0.756
H 3.36896 -0.25917 -1.34789 0.569
H 0.63473 0.41156 -0.85112 0.085
H 2.05991 1.33083 -0.50977 0.295
H 2.25512 0.48082 1.72253 0.284
H 0.95501 -0.68580 1.52128 -0.343
H 0.53905 1.53702 2.70053 0.292
H 0.45969 2.26993 1.08252 -0.408
H -1.80364 1.73945 1.71366 0.448
H -1.32398 0.50531 0.57084 0.187
H -1.24443 0.24691 3.62035 -0.059
H -0.86519 -1.06051 2.52957 -0.020
H -4.98317 -3.12764 -1.14120 0.255
Cl 0.40951 -7.21696 -3.69974 -0.112
C 1.64830 -7.60458 -2.47100 -0.704
C 1.71930 -6.55937 -1.39246 0.297
Cl 2.35356 -5.01091 -1.99627 -0.086
H 2.60213 -7.71982 -2.97987 0.438
H 1.37613 -8.56113 -2.03435 0.198
H 2.39142 -6.89094 -0.60321 -0.241
H 0.74017 -6.37085 -0.95425 0.255
Cl 0.89908 4.20658 3.03706 -0.126
C 0.10331 4.76401 4.53280 -0.422
C 0.36573 3.83626 5.69779 -0.012
Cl -0.44032 2.25564 5.48688 -0.242
H -0.96151 4.86140 4.33196 0.330
H 0.49956 5.75532 4.74618 0.189
H -0.02534 4.26474 6.61311 -0.074
H 1.42997 3.65596 5.83169 0.387
Cl -5.66139 -5.18876 -2.78854 -0.212
C -4.47334 -6.51414 -2.89386 -0.063
C -3.51030 -6.46311 -1.74118 -0.697
Cl -2.47249 -5.02957 -1.81575 -0.001
H -3.97121 -6.43414 -3.85514 0.022
H -5.02107 -7.45529 -2.87099 0.338
H -2.86432 -7.34070 -1.75571 0.320
H -4.03476 -6.43985 -0.78818 0.344
Cl 0.41988 6.77635 6.81654 -0.189
C -0.36781 7.34507 8.31316 -0.469
C -0.10004 6.41639 9.46847 -0.541
Cl -0.90447 4.84255 9.24961 -0.127
H -1.43211 7.44359 8.11535 0.282
H 0.03207 8.33453 8.53059 0.353
H -0.48798 6.84977 10.38911 0.355
H 0.96472 6.23582 9.59597 0.299
Cl -0.13886 4.86392 -0.00189 -0.100
C -1.23387 6.24645 -0.24230 -0.322
C -0.60257 7.55440 0.15791 -0.496
Cl -0.35389 7.67669 1.92180 -0.170
H -2.14537 6.05616 0.32071 0.347
H -1.48222 6.26493 -1.29924 0.051
H -1.25595 8.37834 -0.12626 0.365
H 0.36068 7.69546 -0.32677 0.329
Cl 0.42426 -1.47770 -3.44263 -0.082
C -0.53681 -0.19151 -4.21882 -0.711
C 0.33013 0.86433 -4.85517 -0.346
Cl 1.21435 1.83356 -3.64898 -0.160
H -1.19883 0.23117 -3.46620 0.302
H -1.14776 -0.67058 -4.98282 0.446
H -0.29309 1.55534 -5.42171 0.299
H 1.06011 0.42395 -5.53037 0.291
Cl 0.36762 -3.69300 -7.17600 -0.155
C 0.31439 -5.42414 -7.59388 -0.418
C -1.08285 -5.98513 -7.51762 -0.573
Cl -1.67782 -6.04977 -5.84113 -0.093
H 0.99085 -5.95227 -6.92568 0.282
H 0.69070 -5.51745 -8.61168 0.330
H -1.09122 -7.00535 -7.89871 0.278
H -1.78332 -5.39392 -8.10245 0.349
Cl -0.55337 4.56160 -5.06234 -0.147
C -1.66472 5.93363 -5.32421 -0.312
C -1.03876 7.24676 -4.93751 -0.322
Cl -0.79283 7.37365 -3.17409 -0.172
H -2.57325 5.74476 -4.76347 0.143
H -1.91388 5.94491 -6.38308 0.233
H -1.69317 8.06732 -5.22769 0.131
H -0.07597 7.38970 -5.42193 0.373
Cl 6.33089 0.52149 0.07221 -0.163
C 7.40615 -0.70663 -0.64328 -0.522
C 6.98999 -1.07186 -2.04472 -0.526
Cl 5.43973 -1.94806 -2.06030 -0.068
H 7.40663 -1.57544 0.01068 0.296
H 8.40990 -0.28438 -0.65662 0.386
H 7.73503 -1.72757 -2.49316 0.335
H 6.88542 -0.19045 -2.67297 0.329
Cl -3.39470 2.08078 10.34463 -0.182
C -2.12922 0.82892 10.25768 -0.433
C -1.20339 0.87331 11.44678 -0.437
Cl -0.19204 2.33981 11.44810 -0.158
H -1.58606 0.96429 9.32520 0.271
H -2.63638 -0.13413 10.22411 0.337
H -0.52766 0.01986 11.41738 0.296
H -1.75447 0.84339 12.38352 0.311
Cl 2.68698 -9.91266 -0.65975 -0.187
C 3.92679 -10.28579 0.56799 -0.463
C 3.99544 -9.22866 1.64068 -0.536
Cl 4.62598 -7.68215 1.02071 -0.158
H 4.87975 -10.40038 0.05772 0.323
H 3.65784 -11.24372 1.01070 0.313
H 4.67021 -9.55337 2.43113 0.378
H 3.01744 -9.04132 2.07779 0.301
Cl -3.68477 7.47503 -8.14422 -0.170
C -5.10922 8.18940 -7.34532 -0.418
C -4.93048 8.29941 -5.85306 -0.394
Cl -4.90622 6.70477 -5.05376 -0.173
H -5.97584 7.58416 -7.59882 0.314
H -5.24568 9.18222 -7.77106 0.299
H -5.76299 8.85388 -5.42329 0.357
H -4.00792 8.81648 -5.59988 0.222


134
Properties=species:S:1:pos:R:3:mulliken_charge:R:1 method="wB97M-V/def2-TZVPD" charge=0 mol_weight_g_mol=1161.5 e_homo_ev=-8.951 gap_ev=6.1 smiles="C[Si](C)(C)c1c(CC(=O)Cl)cc(CCCF)c2c1C(=O)C(Cl)=C(OB(O)O)C2=O.COP(=O)(OC)OC.COP(=O)(OC)OC.COP(=O)(OC)OC.COP(=O)(OC)OC.COP(=O)(OC)OC"
C 1.00147 -5.19599 -4.64105 -0.968
Si 0.42579 -3.62292 -5.56256 0.230
C 1.87209 -2.33833 -5.63899 -0.827
C 0.11172 -4.18799 -7.40002 -0.989
C -1.06421 -2.70483 -4.78753 0.651
C -1.44847 -2.80484 -3.25654 0.523
C -0.58934 -3.65444 -2.19411 -0.338
C -0.63714 -3.01073 -0.70799 0.269
O -1.00920 -3.64272 0.29685 -0.529
Cl -0.09583 -1.24054 -0.63466 -0.056
C -2.70322 -2.08154 -2.64899 -0.702
C -3.66428 -1.19021 -3.52313 -0.036
C -4.94295 -0.53346 -2.82269 -1.204
C -6.13589 -1.61221 -2.84047 0.335
C -7.49986 -1.08195 -2.14857 -0.222
F -7.93260 -2.01623 -1.12290 -0.283
C -3.27311 -1.05673 -5.01206 0.257
C -2.01356 -1.77793 -5.63698 0.359
C -1.80185 -1.47769 -7.19428 0.199
O -0.71657 -1.22152 -7.75402 -0.498
C -3.17715 -1.44046 -8.05101 0.044
Cl -3.19414 -2.22560 -9.70488 -0.168
C -4.32302 -0.79236 -7.48250 0.306
O -5.50720 -0.75807 -8.26991 -0.573
B -6.69860 -0.99194 -7.48974 0.674
O -7.72007 0.05488 -7.54632 -0.494
O -6.95136 -2.11437 -6.63521 -0.570
C -4.20966 -0.17393 -5.99074 0.065
O -4.75071 0.89814 -5.63350 -0.607
H 1.80711 -4.91258 -3.86049 0.277
H 1.54057 -5.86248 -5.40500 0.359
H 0.17076 -5.77283 -4.11270 0.256
H 2.83639 -2.87920 -5.93027 0.339
H 1.63372 -1.60827 -6.49770 0.251
H 2.06019 -1.80636 -4.64626 0.205
H -0.99643 -4.26535 -7.65949 0.275
H 0.58311 -5.23950 -7.52582 0.349
H 0.70907 -3.50790 -8.10793 0.261
H 0.53131 -3.61531 -2.48306 0.133
H -0.91568 -4.76160 -2.16093 0.315
H -3.00919 -2.17601 -1.54671 0.219
H -4.65676 -0.39680 -1.70885 0.387
H -5.22066 0.49535 -3.22480 0.454
H -6.39984 -2.01011 -3.87833 0.076
H -5.81643 -2.53225 -2.21579 -0.054
H -7.33318 -0.05784 -1.63932 0.255
H -8.34714 -1.03803 -2.91862 0.171
H -7.24450 0.84623 -7.17766 0.325
H -7.41291 -1.71887 -5.85138 0.338
C 0.99461 3.27301 -1.95564 -0.783
O 1.58625 2.11559 -2.53966 -0.195
P 3.17280 2.35711 -3.16503 0.913
O 3.14272 1.00375 -3.85846 -0.584
O 3.81406 2.21991 -1.66106 -0.335
C 3.59152 1.02451 -0.93140 -0.416
O 4.74953 2.68225 -3.79021 -0.290
C 4.96490 4.04093 -4.13624 -0.639
H 0.04666 2.98676 -1.49552 0.232
H 1.64691 3.69339 -1.18428 0.354
H 0.80612 4.02290 -2.72695 0.292
H 3.26643 0.19454 -1.56212 0.248
H 2.83320 1.21095 -0.16685 0.136
H 4.52072 0.74287 -0.43662 0.241
H 4.82256 4.68110 -3.26292 0.260
H 4.26651 4.33331 -4.92725 0.322
H 5.98516 4.15778 -4.50402 0.254
C -5.62231 -4.33421 3.21717 -0.766
O -5.78432 -4.06840 1.82681 -0.242
P -5.35828 -5.37486 0.78938 0.877
O -5.43412 -4.47918 -0.43744 -0.515
O -6.80439 -6.10042 1.06376 -0.347
C -7.99472 -5.39515 0.74116 -0.435
O -4.87749 -6.72102 -0.17018 -0.249
C -3.92665 -7.57654 0.46301 -0.717
H -6.02177 -3.49076 3.78322 0.236
H -6.16678 -5.23896 3.50386 0.355
H -4.56216 -4.45263 3.45137 0.291
H -7.82144 -4.55726 0.06319 0.134
H -8.44937 -5.02163 1.66206 0.237
H -8.68842 -6.09004 0.26817 0.258
H -4.33500 -7.97180 1.39561 0.312
H -3.00554 -7.02135 0.66734 0.305
H -3.69876 -8.40519 -0.20854 0.236
C 2.11377 8.79337 0.67677 -0.780
O 2.70680 7.63767 0.09164 -0.195
P 4.29344 7.88002 -0.53260 0.837
O 4.28478 6.53240 -1.23508 -0.526
O 4.92937 7.74556 0.97358 -0.344
C 4.71838 6.54148 1.70066 -0.620
O 5.85934 8.25820 -1.14090 -0.251
C 6.03760 9.63444 -1.47297 -0.759
H 1.16616 8.50576 1.13575 0.229
H 2.76511 9.21301 1.44930 0.347
H 1.92508 9.54428 -0.09356 0.310
H 4.40765 5.71030 1.06530 0.322
H 3.95450 6.71341 2.46284 0.232
H 5.65018 6.27224 2.19731 0.279
H 5.87077 10.26071 -0.59395 0.312
H 5.34063 9.91816 -2.26809 0.345
H 7.05825 9.77996 -1.82868 0.235
C 1.62383 -0.60331 3.63974 -0.783
O 2.54537 0.38333 3.18854 -0.243
P 2.21922 1.98222 3.73982 0.949
O 3.24348 2.54862 2.76957 -0.649
O 2.92305 1.64864 5.18434 -0.209
C 4.27607 1.21278 5.20184 -0.572
O 1.85348 3.56388 4.31647 -0.255
C 0.47797 3.76057 4.63930 -0.780
H 1.98155 -1.58625 3.32850 0.254
H 1.54341 -0.58743 4.73087 0.328
H 0.64327 -0.42063 3.19482 0.310
H 4.80525 1.43053 4.27232 0.292
H 4.30025 0.13583 5.38313 0.270
H 4.79029 1.71396 6.02181 0.190
H 0.16494 3.05299 5.41024 0.302
H -0.13669 3.62820 3.74307 0.349
H 0.34681 4.77758 5.01115 0.238
C 1.71860 -1.03902 10.32211 -0.741
O 2.84730 -1.43305 9.54693 -0.290
P 4.15930 -0.31751 9.56633 1.116
O 4.84507 -1.06861 8.43661 -0.661
O 4.65425 -0.89315 11.02179 -0.339
C 4.96946 -2.27256 11.13974 -0.649
O 5.43705 0.83616 9.60010 -0.256
C 5.00906 2.17049 9.87082 -0.686
H 0.99758 -1.85841 10.33154 0.250
H 2.01459 -0.81983 11.35242 0.337
H 1.25245 -0.15705 9.87738 0.285
H 5.13852 -2.75325 10.17453 0.332
H 4.15210 -2.78307 11.65513 0.239
H 5.87322 -2.36843 11.74121 0.251
H 4.50376 2.21722 10.83790 0.304
H 4.33110 2.51065 9.08137 0.282
H 5.88353 2.82189 9.89108 0.243